ORCA calculation (ωB97M-V/def2-TZVPD) on 15 unconnected molecules or ions with the total composition C38H110N4O26 in a non-equilibrium geometry.

**Multiplicity**: 1
**LUMO energy**: 0.01 eV
**Energy above the lowest of the compared OMol25 structures with the same formula, charge and spin**: 1.826 eV
**Charge**: 0
**Total energy**: -100376.222 eV
**Frontier orbital gap**: 0.3306 hartree

Last column: Löwdin charge in e.
Element x y z (Å)
C  -0.6441  -2.2280  -0.1571  -0.0508
C  -0.1368  -1.1659  -1.1037  -0.3568
C  0.4050  0.0912  -0.3893  -0.1391
O  -0.7407  0.8191  0.0417  -0.2063
C  -0.5232  1.6139  1.1948  -0.0681
N  0.9538  -1.8968  -1.7928  0.0903
H  -1.1509  -3.0190  -0.7101  0.0821
H  -1.4209  -1.8281  0.4952  0.0602
H  0.0815  -2.6680  0.5272  0.0762
H  -0.9887  -0.9653  -1.7540  0.1277
H  1.0283  0.6587  -1.0810  0.1112
H  1.0953  -0.2296  0.3914  0.1300
H  -1.3623  2.2285  1.5205  0.0842
H  0.2485  2.3149  0.8756  0.0735
H  -0.1857  0.9960  2.0272  0.0796
H  0.4521  -2.7447  -2.0179  0.0676
H  1.0426  -1.4968  -2.7170  0.0527
C  -2.8318  4.2757  3.7518  -0.0630
C  -2.2957  5.4437  2.9876  -0.3821
C  -2.8056  6.8503  3.4095  -0.1529
O  -4.2760  6.8996  3.2240  -0.1831
C  -4.7489  8.1668  3.6567  -0.1255
N  -0.8519  5.4772  3.3018  0.0260
H  -2.7878  4.4090  4.8329  0.0872
H  -2.3221  3.3289  3.5726  0.0596
H  -3.8694  4.0558  3.4999  0.0824
H  -2.4330  5.3236  1.9129  0.1428
H  -2.2556  7.5855  2.8217  0.1021
H  -2.5641  7.1005  4.4429  0.1216
H  -4.4943  8.9376  2.9288  0.0845
H  -4.5254  8.3140  4.7133  0.0897
H  -5.8277  8.1922  3.5016  0.0832
H  -0.6890  5.6248  4.2881  0.0939
H  -0.4977  6.3749  3.0016  0.0316
C  3.1688  -1.8219  5.6248  -0.0377
C  1.8173  -1.2622  5.0913  -0.4012
C  1.9282  -0.0874  4.1067  -0.1604
O  2.5586  1.1490  4.6229  -0.1882
C  2.0918  2.2653  3.8705  -0.1138
N  1.1240  -2.3784  4.3985  0.0536
H  2.9414  -2.4834  6.4607  0.0759
H  3.6871  -0.9296  5.9762  0.0740
H  3.7850  -2.2977  4.8620  0.0688
H  1.2570  -0.9022  5.9546  0.1310
H  0.9181  0.1547  3.7753  0.0939
H  2.5050  -0.3436  3.2177  0.1223
H  2.7432  3.1382  3.9124  0.0812
H  1.1532  2.5472  4.3486  0.0871
H  1.9020  2.0115  2.8274  0.0589
H  1.1361  -3.0967  5.1090  0.0721
H  0.1377  -2.2168  4.2513  0.0279
C  4.8003  0.7916  -3.2998  -0.0317
C  3.6285  -0.1979  -3.5822  -0.3519
C  2.3239  0.5503  -3.9884  -0.1755
O  1.3669  -0.4638  -4.2573  -0.2227
C  0.1108  0.0988  -4.4583  -0.1154
N  3.9541  -1.0349  -4.7763  0.0396
H  5.8041  0.3779  -3.3951  0.0826
H  4.7429  1.2047  -2.2927  0.0608
H  4.7348  1.6610  -3.9544  0.0744
H  3.5248  -0.8898  -2.7463  0.1200
H  2.6007  1.0999  -4.8884  0.1300
H  1.9870  1.1947  -3.1760  0.1100
H  -0.2659  0.4231  -3.4879  0.0739
H  -0.5118  -0.6785  -4.9015  0.0877
H  0.0370  0.9108  -5.1822  0.0977
H  3.9815  -0.4888  -5.6262  0.0831
H  3.0823  -1.5130  -4.9569  0.0624
C  0.6107  7.4482  0.6288  -0.2404
C  1.2792  6.1024  0.6570  -0.1598
O  0.3456  4.9877  0.7983  -0.1204
O  -0.0243  7.7921  1.8200  -0.0702
H  -0.1600  7.5081  -0.1404  0.1255
H  1.3004  8.2193  0.2845  0.1279
H  2.0244  6.1471  1.4516  0.1282
H  1.8614  5.8895  -0.2395  0.1159
H  0.0014  5.0847  1.6913  0.0343
H  -0.3303  8.7005  1.7658  0.1069
C  3.4304  -4.6125  -3.7596  -0.2511
C  4.8965  -4.2328  -3.9121  -0.2416
O  5.2421  -3.0882  -3.1597  -0.0748
O  3.0037  -4.9012  -2.4364  -0.0749
H  3.2659  -5.4805  -4.3985  0.1173
H  2.7068  -3.8543  -4.0609  0.0937
H  5.1666  -4.0906  -4.9588  0.1130
H  5.4797  -5.0867  -3.5670  0.1188
H  4.9609  -2.3250  -3.6713  0.0151
H  3.1303  -4.0819  -1.9504  0.0313
C  -4.1891  -2.7422  -0.9739  -0.2043
C  -5.0942  -3.5337  -1.9602  -0.1964
O  -5.5707  -2.6481  -2.9739  -0.0864
O  -4.9586  -1.7171  -0.3486  -0.0852
H  -3.3603  -2.3026  -1.5291  0.1015
H  -3.8238  -3.4524  -0.2315  0.1079
H  -6.0068  -3.9998  -1.5894  0.1241
H  -4.4193  -4.2037  -2.4936  0.1091
H  -4.8187  -2.1229  -3.2582  0.0254
H  -4.2854  -1.0679  -0.1244  0.0097
C  -4.2133  0.0478  -4.3740  -0.1556
C  -3.3669  1.1413  -5.1048  -0.2413
O  -2.6210  1.8546  -4.1466  -0.0644
O  -3.2376  -0.8733  -3.7646  -0.0973
H  -4.8241  -0.4922  -5.0974  0.1229
H  -4.8673  0.5024  -3.6298  0.1259
H  -4.0460  1.7628  -5.6892  0.1162
H  -2.7422  0.6773  -5.8686  0.1138
H  -2.0683  2.4827  -4.6176  0.0849
H  -2.5308  -0.2604  -3.5476  0.0363
C  3.9947  -3.9633  1.3316  -0.2230
C  3.3166  -2.7347  0.7287  -0.2434
O  3.2581  -2.6331  -0.6694  -0.1013
O  4.0562  -3.9497  2.7686  -0.0709
H  5.0144  -3.9868  0.9471  0.1260
H  3.5001  -4.8883  1.0353  0.0890
H  3.9811  -1.9302  1.0455  0.1158
H  2.3208  -2.5967  1.1512  0.1011
H  2.4004  -2.2984  -0.9471  -0.0023
H  3.1367  -3.7819  2.9908  0.0385
C  -2.3493  -3.2822  2.9436  -0.1516
C  -2.9343  -3.0094  4.3190  -0.2110
O  -1.8587  -2.4902  5.1434  -0.0783
O  -1.4226  -4.4333  3.0853  -0.0980
H  -1.8296  -2.4130  2.5403  0.0975
H  -3.1513  -3.5181  2.2442  0.1273
H  -3.2646  -3.8977  4.8581  0.1268
H  -3.8554  -2.4303  4.2478  0.1167
H  -2.4248  -2.3051  5.8968  0.0890
H  -0.9896  -4.2768  3.9281  0.0812
C  -0.3937  -5.6796  -3.0841  -0.2141
C  -0.3785  -4.7861  -4.3349  -0.2338
O  -0.8621  -3.5016  -3.9873  -0.0743
O  -0.2281  -7.0939  -3.3934  -0.0555
H  -1.2664  -5.4624  -2.4675  0.1113
H  0.3872  -5.2770  -2.4387  0.0969
H  -0.9061  -5.1642  -5.2111  0.1185
H  0.6465  -4.6860  -4.6929  0.0997
H  -1.0107  -2.9941  -4.7885  0.0753
H  -0.9380  -7.3192  -3.9994  0.0763
C  -0.2196  -6.5622  0.5651  -0.1775
C  1.0880  -5.7158  0.7197  -0.2431
O  1.2434  -5.4775  2.0898  -0.0641
O  -1.3866  -5.7189  0.7473  -0.0898
H  -0.1057  -7.3586  1.3008  0.1167
H  -0.3097  -6.9584  -0.4463  0.1026
H  0.8952  -4.7563  0.2391  0.0955
H  1.9758  -6.1790  0.2895  0.1205
H  0.3852  -5.1285  2.3428  0.0403
H  -1.4159  -5.2259  1.5713  0.0052
C  -1.0545  4.4106  -2.2184  -0.1845
C  0.1025  3.3367  -2.4159  -0.2389
O  1.1675  3.5853  -1.5626  -0.0785
O  -1.5621  4.3829  -0.8778  -0.0766
H  -1.8365  4.2047  -2.9493  0.0981
H  -0.6614  5.4034  -2.4388  0.1098
H  0.5686  3.2554  -3.3979  0.1165
H  -0.3368  2.3976  -2.0780  0.0924
H  0.8222  3.8040  -0.6934  0.0267
H  -0.9534  4.6616  -0.1879  0.0070
C  3.7425  3.4214  0.7955  -0.2824
C  4.3346  3.8108  -0.6078  -0.1960
O  5.7814  3.7878  -0.5989  -0.0575
O  4.1877  4.2923  1.7486  -0.0520
H  4.0042  2.4016  1.0784  0.1274
H  2.6612  3.5604  0.7966  0.0887
H  3.8347  4.7753  -0.7030  0.0943
H  3.9734  3.2352  -1.4598  0.0927
H  6.0761  3.7749  0.3148  0.0670
H  4.7289  3.7577  2.3342  0.0946
C  -3.6753  0.2970  1.9830  -0.1865
C  -5.2072  0.3175  2.2575  -0.1928
O  -5.7416  -1.0138  2.1769  -0.0885
O  -3.4163  0.0633  0.5899  -0.0660
H  -3.1840  -0.4407  2.6179  0.1058
H  -3.2960  1.2572  2.3336  0.0949
H  -5.6791  0.8123  1.4085  0.1263
H  -5.3969  0.6402  3.2810  0.1198
H  -5.4984  -1.3110  1.2961  0.0205
H  -2.5661  0.4720  0.4084  0.0580

Atoms 1-3, force components in eV/Å:
C -1.40 0.33 1.22
C 1.00 -0.93 1.00
C -0.75 -0.95 -0.97